No. 1
Formula: C15H19F4N2O2PS
Source: the Open Molecules 2025 dataset
Level of theory: ωB97M-V/def2-TZVPD

Orbital gap   8.3 eV
LUMO   -1.057 eV
E_HOMO   -9.39 eV

The geometry in ORCA input format:
```
! RIJCOSX wB97M-V def2-TZVPD def2/J DEFGRID3
* xyz 0 1
C 1.112 -3.312 -0.400
C -0.342 -2.920 -0.049
C -1.089 -2.259 -1.256
C -0.939 -0.759 -1.224
C 0.178 -0.254 -1.813
C 0.445 1.126 -1.833
N 1.516 1.747 -2.344
S 1.275 3.303 -2.057
N -0.131 3.284 -1.326
C -0.495 1.984 -1.247
C -1.659 1.485 -0.616
P -2.755 2.736 0.158
O -2.702 2.713 1.635
C -1.891 0.131 -0.603
C -3.119 -0.497 0.006
F -2.787 -1.557 0.783
F -3.807 0.334 0.789
C -4.115 -1.048 -1.086
F -3.756 -0.651 -2.320
F -5.351 -0.571 -0.850
H 1.247 -4.374 -0.233
H 1.793 -2.734 0.216
H 1.364 -3.090 -1.431
H -0.904 -3.806 0.222
H -0.345 -2.195 0.751
H -0.651 -2.628 -2.176
H -2.119 -2.583 -1.242
H 0.896 -0.917 -2.265
H -2.307 3.955 -0.370
H -4.044 2.536 -0.373
H -4.185 -2.130 -1.043
C 2.783 1.785 2.491
C 4.084 1.102 2.077
C 3.572 -0.191 1.457
O 2.293 0.111 0.892
C 1.856 1.394 1.351
H 2.871 2.864 2.613
H 2.421 1.364 3.432
H 4.598 1.703 1.323
H 4.773 0.931 2.903
H 3.441 -0.970 2.216
H 4.228 -0.576 0.675
H 1.937 2.103 0.517
H 0.810 1.330 1.656
*
```

Atomic partial charges in e from the Löwdin method, atoms 1 to 2: -0.082, -0.202


No. 2
Formula: C13H23N5O10S
Source: the Open Molecules 2025 dataset
Level of theory: ωB97M-V/def2-TZVPD

Orbital gap   7.7 eV
LUMO   -0.283 eV
E_HOMO   -8.01 eV
SMILES   C[N+](=O)[O-].C[N+](=O)[O-].C[N+](=O)[O-].O=S1(=O)OCCO1.c1cc[nH]c1.c1cc[nH]c1
Energy above the lowest of the compared OMol25 structures with the same formula, charge and spin   0.000 eV

The geometry in ORCA input format:
```
! RIJCOSX wB97M-V def2-TZVPD def2/J DEFGRID3
* xyz 0 1
C -1.255 -4.380 -1.775
N -0.515 -3.176 -2.292
O -1.222 -2.233 -2.592
O 0.687 -3.198 -2.367
H -2.078 -4.593 -2.441
H -1.540 -4.048 -0.778
H -0.551 -5.199 -1.679
C -2.297 0.994 -3.663
N -3.735 1.368 -3.748
O -4.016 2.524 -3.488
O -4.537 0.508 -4.048
H -1.769 1.283 -4.566
H -2.195 -0.075 -3.514
H -1.933 1.596 -2.837
C -3.145 -2.606 3.851
N -3.585 -2.892 2.467
O -4.763 -3.081 2.269
O -2.727 -2.892 1.612
H -3.871 -3.042 4.536
H -3.156 -1.533 4.014
H -2.191 -3.082 4.044
O 1.342 1.123 1.141
S 0.110 0.956 1.820
O 0.043 1.188 3.208
O -0.998 1.801 1.070
C -1.330 1.107 -0.151
C -1.127 -0.376 0.171
O -0.561 -0.434 1.489
H -2.367 1.360 -0.363
H -0.701 1.506 -0.947
H -0.401 -0.805 -0.525
H -2.012 -0.998 0.089
C 1.313 -0.118 -3.503
C 1.258 1.135 -4.163
C 1.552 2.109 -3.234
N 1.933 1.468 -2.087
C 1.814 0.116 -2.242
H 1.239 -1.097 -3.946
H 0.947 1.322 -5.179
H 1.748 3.159 -3.369
H 2.392 1.849 -1.277
H 2.157 -0.588 -1.503
C 4.909 2.963 3.499
C 5.170 2.334 4.747
C 4.074 1.557 5.022
N 3.202 1.652 3.985
C 3.719 2.499 3.036
H 5.504 3.678 2.955
H 6.060 2.426 5.344
H 3.864 0.938 5.878
H 2.331 1.158 3.902
H 3.210 2.769 2.129
*
```

Atomic partial charges in e from the Löwdin method, atoms 1 to 2: 0.070, -0.436


No. 3
Formula: C5H7N
Source: the Open Molecules 2025 dataset
Level of theory: ωB97M-V/def2-TZVPD

Orbital gap (spin up / spin down)   5.9 / 7.1 eV
LUMO (spin up / spin down)   1.110 / -2.442 eV
E_HOMO (spin up / spin down)   -4.78 / -9.58 eV
Energy above the lowest of the compared OMol25 structures with the same formula, charge and spin   3.677 eV

The geometry in ORCA input format:
```
! RIJCOSX wB97M-V def2-TZVPD def2/J DEFGRID3
* xyz 0 3
C 0.668 1.026 0.746
C 0.455 1.371 -0.463
C -2.021 0.067 -0.131
C 0.198 -0.207 0.103
C 1.168 -1.275 -0.045
N -1.139 -0.606 0.361
H 0.613 1.526 1.789
H 0.487 2.100 -1.273
H -3.057 -0.074 0.052
H -1.865 0.855 -0.863
H 1.407 -1.637 -1.061
H 0.942 -2.172 0.608
H 2.144 -0.973 0.175
*
```

Atomic partial charges in e from the Löwdin method, atoms 1 to 2: -0.075, 0.098


No. 4
Formula: C3H7NS2
Source: the Open Molecules 2025 dataset
Level of theory: ωB97M-V/def2-TZVPD

Orbital gap   8.5 eV
LUMO   0.116 eV
E_HOMO   -8.34 eV
Energy above the lowest of the compared OMol25 structures with the same formula, charge and spin   5.152 eV

The geometry in ORCA input format:
```
! RIJCOSX wB97M-V def2-TZVPD def2/J DEFGRID3
* xyz 0 1
C 2.406 -0.941 -0.031
C 0.160 0.558 0.139
C -1.347 0.837 0.058
H 2.456 -1.088 1.229
H 2.814 0.052 -0.545
H 2.681 -2.051 -0.507
H -1.184 1.843 -0.871
H -1.607 1.527 0.816
H -2.975 -0.733 -1.165
H -2.873 -0.471 0.912
N -2.278 -0.379 -0.030
S 0.550 -1.006 0.011
S 1.196 1.852 -0.016
*
```

Atomic partial charges in e from the Löwdin method, atoms 1 to 2: -0.423, -1.237


No. 5
Formula: C2H3N3O
Source: the Open Molecules 2025 dataset
Level of theory: ωB97M-V/def2-TZVPD

Orbital gap   10.5 eV
LUMO   0.821 eV
E_HOMO   -9.67 eV
SMILES   Nc1cnon1
Energy above the lowest of the compared OMol25 structures with the same formula, charge and spin   2.394 eV

The geometry in ORCA input format:
```
! RIJCOSX wB97M-V def2-TZVPD def2/J DEFGRID3
* xyz 0 1
N -1.534 -0.249 0.118
C -0.157 -0.199 0.079
C 0.711 0.915 -0.122
N 1.938 0.507 0.016
O 1.868 -0.808 0.297
N 0.578 -1.247 0.326
H -1.881 -1.198 0.144
H -2.038 0.310 -0.551
H 0.494 1.945 -0.360
*
```

Atomic partial charges in e from the Löwdin method, atoms 1 to 2: 0.114, -0.410


No. 6
Formula: C5H7BO2
Source: the Open Molecules 2025 dataset
Level of theory: ωB97M-V/def2-TZVPD

Orbital gap   7.2 eV
LUMO   -0.149 eV
E_HOMO   -7.34 eV
Energy above the lowest of the compared OMol25 structures with the same formula, charge and spin   4.289 eV

The geometry in ORCA input format:
```
! RIJCOSX wB97M-V def2-TZVPD def2/J DEFGRID3
* xyz 0 1
B -2.344 0.244 -0.054
C 0.229 1.053 -0.005
C 0.434 -0.329 -0.226
C 0.908 2.153 0.195
C 1.496 -0.925 -0.875
C -0.586 -1.111 0.607
O -1.932 -0.864 0.402
O -3.544 0.681 -0.488
H 1.957 2.190 0.398
H 0.419 3.156 0.032
H 1.435 -1.935 -1.321
H 2.556 -0.337 -0.886
H -0.445 -2.094 0.413
H -0.408 -0.920 1.791
H -4.296 0.482 0.107
*
```

Atomic partial charges in e from the Löwdin method, atoms 1 to 2: -0.357, -0.117


Number 1: energy -53931.896 eV. Number 2: energy -52604.920 eV. Number 3: energy -6779.918 eV. Number 4: energy -26380.024 eV. Number 5: energy -8638.100 eV. Number 6: energy -10066.036 eV.